1.
{
  "formula": "C4H10N",
  "method": "wB97M-V/def2-TZVPD",
  "symbols": ["C", "C", "C", "C", "N", "H", "H", "H", "H", "H", "H", "H", "H", "H", "H"],
  "positions_angstrom": [[1.36225, -1.36391, -1.29718], [1.21840, -0.81681, 0.15098], [0.07535, -0.00551, 0.65154], [-0.43612, 1.32777, 0.26466], [-1.82711, 1.58836, 0.77080], [0.37545, -1.86240, -1.54017], [1.58421, -0.69211, -2.16670], [2.14275, -2.24972, -1.40464], [1.15878, -1.60196, 0.95390], [2.19244, -0.29169, 0.32669], [-0.60955, -0.62848, 1.22405], [-0.44670, 1.58116, -0.71825], [-2.03247, 1.22556, 1.76303], [-2.60612, 1.22358, 0.21629], [-2.15157, 2.56615, 0.80500]],
  "forces_ev_per_a": [[-0.9, -2.5, -1.1], [2.1, 0.1, 1.1], [-2.8, 4.6, -2.9], [0.3, -6.7, 3.3], [-1.6, 0.0, 2.3], [1.0, 0.4, 0.0], [-0.2, 0.0, 1.3], [-1.5, 2.0, 0.8], [0.8, 0.0, -1.4], [-0.8, -0.1, 0.3], [0.1, 0.6, 0.9], [1.2, 1.6, -2.7], [0.8, 0.5, -1.7], [0.4, -0.8, -0.5], [1.0, 0.2, 0.2]],
  "charge": 1,
  "relative_energy_kj_mol": 308.6,
  "homo_lumo_gap_ev": 9.7917
}


2.
{
  "formula": "C6H13N2O4P",
  "method": "wB97M-V/def2-TZVPD",
  "symbols": ["C", "C", "C", "C", "C", "C", "N", "N", "O", "O", "O", "O", "P", "H", "H", "H", "H", "H", "H", "H", "H", "H", "H", "H", "H", "H"],
  "positions_angstrom": [[-0.56075, -2.43873, 0.04323], [1.03523, -3.07280, -1.72805], [-1.19719, 2.99036, 0.17925], [-2.08523, 0.63625, -0.50578], [0.38045, -1.93295, -0.98433], [-0.98358, 1.41586, 0.19861], [-1.37956, -2.72554, 0.81986], [1.00239, -0.26363, 0.54925], [1.72127, 1.68049, 2.09936], [2.85793, -0.49972, 2.20456], [1.40834, -1.09859, -0.38400], [0.24556, 1.23752, -0.32172], [2.45716, 0.60020, 1.10465], [1.65210, -2.68247, -2.63041], [1.62780, -3.71328, -1.15851], [0.30848, -3.49301, -2.43787], [-0.28416, 3.42907, 0.62404], [-1.41168, 3.41494, -0.74525], [-2.06948, 3.41427, 0.90031], [-2.29360, -0.31538, -0.10485], [-1.92069, 0.54747, -1.55100], [-3.01877, 1.11651, -0.41329], [-0.18190, -1.10001, -1.57203], [-1.12584, 1.06665, 1.21991], [1.26267, 2.23388, 1.51006], [2.55303, -0.44735, 3.08399]],
  "forces_ev_per_a": [[-1.4, 0.0, 1.3], [-0.2, 2.6, -4.4], [-1.1, -0.3, 4.0], [0.3, 0.7, -0.3], [-0.9, 1.8, 0.1], [-2.7, 1.4, 0.6], [1.6, 0.3, -1.4], [-2.4, 1.3, -0.8], [1.2, -1.8, 0.7], [1.2, -0.4, -1.6], [0.9, -0.4, -0.2], [3.3, -2.6, 0.5], [0.5, 0.5, 0.4], [-0.2, 0.0, 2.0], [0.5, -1.2, 1.0], [-0.4, -0.8, 1.1], [-0.4, 0.0, -0.5], [0.0, 0.5, -1.9], [1.8, -1.4, -1.5], [0.3, -1.4, 0.6], [0.4, -0.1, -1.1], [-1.2, 1.0, 0.2], [0.6, -2.0, 0.4], [0.8, 0.3, 0.6], [-1.3, 1.7, -1.1], [-0.9, 0.3, 1.6]],
  "charge": 0,
  "relative_energy_kj_mol": 541.1,
  "homo_lumo_gap_ev": 9.2543
}


3.
{
  "formula": "C4H6O",
  "method": "wB97M-V/def2-TZVPD",
  "symbols": ["C", "C", "C", "C", "O", "H", "H", "H", "H", "H", "H"],
  "positions_angstrom": [[-1.44279, 1.86561, -0.61772], [-0.53027, 1.24744, 0.13680], [-0.24799, -0.16838, 0.02498], [0.89854, -0.71561, 0.41945], [1.27403, -1.99653, 0.03924], [-1.53673, 2.93895, -0.56619], [-2.06309, 1.24918, -1.25585], [0.00664, 1.81283, 0.89288], [-0.98475, -0.84170, -0.40463], [1.63893, -0.24018, 1.05297], [0.73341, -2.64801, 0.48767]],
  "forces_ev_per_a": [[0.5, -0.5, 0.5], [-0.7, 0.4, 0.3], [0.3, -0.5, 0.4], [-0.1, -0.5, -0.1], [0.0, 0.2, 0.3], [-0.4, 0.0, -0.1], [-0.1, 0.4, -0.3], [0.3, 0.0, -0.3], [0.1, 0.3, -0.5], [0.1, 0.4, -0.3], [-0.2, -0.2, 0.1]],
  "charge": 0,
  "relative_energy_kj_mol": 84.3,
  "homo_lumo_gap_ev": 9.6348
}


4.
{
  "formula": "C2H12B2Br2Na4",
  "method": "wB97M-V/def2-TZVPD",
  "symbols": ["Na", "Na", "Na", "Na", "B", "H", "H", "H", "H", "B", "H", "H", "H", "H", "Br", "C", "C", "Br", "H", "H", "H", "H"],
  "positions_angstrom": [[3.82752, 2.04873, 0.46874], [1.01886, 4.31514, 1.36194], [-0.53645, 2.33746, -1.40727], [1.24049, 0.25973, 2.46220], [1.28003, 1.26840, 0.05007], [1.65834, 2.27253, -0.06330], [0.33724, 1.28404, 0.57460], [1.02215, 0.86455, -0.91669], [2.00383, 0.61521, 0.51235], [-1.32246, -0.12885, 3.44550], [-1.77602, -1.09897, 3.57740], [-1.99070, 0.66096, 3.75195], [-0.37256, -0.13431, 3.95726], [-1.10496, 0.04729, 2.40343], [0.83012, -3.60567, -2.28190], [-0.08432, -1.82572, -2.02137], [-1.26210, -1.76212, -2.99452], [-2.16865, -0.03822, -2.84939], [0.65277, -1.06874, -2.28929], [-0.29816, -1.69177, -0.96098], [-1.92958, -2.59026, -2.75630], [-1.02547, -2.02945, -4.02440]],
  "forces_ev_per_a": [[0.8, -0.4, -0.5], [-0.2, 0.5, 0.2], [-0.6, -0.6, -0.9], [-0.4, -0.8, 0.4], [-0.2, 0.0, 0.2], [1.7, 4.6, -0.5], [-3.5, 0.2, 2.5], [-0.4, -1.4, -3.5], [2.9, -2.4, 1.7], [2.7, 0.6, -1.1], [-2.9, -3.9, 2.7], [-4.7, 2.4, 0.6], [3.8, -1.5, 1.8], [1.0, 2.3, -4.0], [-0.6, 1.2, 0.3], [0.8, -0.4, -1.1], [0.3, -1.5, 0.8], [0.1, 0.0, 0.0], [0.1, -0.2, -0.1], [-0.5, -0.4, -0.2], [-0.6, 0.5, 0.4], [0.5, 0.9, -0.1]],
  "charge": 3,
  "multiplicity": 2,
  "homo_lumo_gap_ev": [5.0294, 3.0577]
}


5.
{
  "formula": "C2H4O4",
  "method": "wB97M-V/def2-TZVPD",
  "symbols": ["C", "C", "O", "O", "O", "O", "H", "H", "H", "H"],
  "positions_angstrom": [[1.62278, -0.56665, 0.26554], [2.54069, -0.17842, -0.57626], [0.81641, -0.82785, 1.09482], [-2.67390, -0.54669, -0.33570], [-1.44325, 1.05013, 0.70853], [-1.49684, 0.31711, -0.45260], [3.28537, -0.70067, -0.95930], [2.29347, 0.72384, -1.08025], [-2.27018, 1.62371, 0.75577], [-2.67455, -0.89453, 0.57945]],
  "forces_ev_per_a": [[-1.1, -1.8, 2.5], [-2.0, 3.1, -0.8], [-1.2, -0.3, 0.9], [0.2, 0.4, -0.3], [-0.8, 1.1, 1.1], [-1.3, -0.8, 0.1], [3.7, -2.6, -1.5], [0.5, 1.5, -1.0], [1.2, -0.8, -0.7], [0.7, 0.2, -0.3]],
  "charge": 0,
  "multiplicity": 3,
  "relative_energy_kj_mol": 516.8,
  "homo_lumo_gap_ev": [6.2764, 8.1831]
}


6.
{
  "formula": "C3H14O4",
  "method": "wB97M-V/def2-TZVPD",
  "symbols": ["C", "C", "C", "H", "H", "H", "H", "H", "H", "H", "H", "O", "H", "H", "O", "H", "H", "O", "H", "H", "O"],
  "positions_angstrom": [[-2.86905, -0.64277, -0.89672], [-2.26338, -0.93414, 0.44674], [-2.41182, -0.16912, 1.51578], [-3.08587, -1.56377, -1.43068], [-3.82763, -0.12446, -0.84931], [-2.17377, -0.02240, -1.47736], [-1.71245, -1.86401, 0.57652], [-1.83899, -0.39687, 2.40540], [-3.07025, 0.70126, 1.54148], [1.28153, -0.08709, -0.56262], [1.34465, 1.48297, -0.66245], [0.90888, 0.74103, -0.22143], [-1.29892, 2.34348, 1.38488], [0.11864, 1.80204, 1.32875], [-0.38746, 2.59605, 1.55503], [2.16423, -2.10676, -1.91555], [3.23668, -1.27297, -1.12083], [2.30429, -1.55206, -1.14126], [5.01008, 0.54834, -0.75055], [4.09003, 0.55202, 0.46723], [4.48057, -0.03075, -0.19306]],
  "forces_ev_per_a": [[0.0, -0.1, 0.0], [-0.6, 0.0, 0.1], [0.1, 0.1, 0.2], [0.2, -0.1, -0.2], [0.1, 0.2, 0.3], [-0.2, -0.3, 0.0], [0.3, 0.3, -0.3], [-0.3, 0.0, 0.2], [0.3, -0.1, -0.1], [0.2, 0.0, -0.2], [-0.1, -0.4, 0.0], [-0.1, 0.4, 0.2], [0.0, 0.0, 0.0], [-0.1, 0.0, -0.2], [0.1, 0.0, 0.1], [0.1, 0.1, 0.1], [-0.3, 0.0, 0.1], [0.0, 0.0, -0.1], [0.0, 0.0, 0.0], [-0.1, -0.1, 0.0], [0.1, 0.1, -0.1]],
  "charge": 0,
  "relative_energy_kj_mol": 96.4,
  "homo_lumo_gap_ev": 9.8145
}